{"formula": "C58H48N5O2PSTi", "method": "ωB97M-V/def2-TZVPD", "symbols": ["Ti", "N", "C", "S", "N", "N", "C", "C", "C", "C", "C", "C", "N", "H", "H", "H", "H", "H", "H", "H", "O", "C", "C", "C", "C", "C", "C", "C", "C", "C", "O", "C", "C", "C", "C", "C", "C", "C", "C", "C", "C", "C", "C", "N", "C", "C", "C", "C", "C", "C", "C", "C", "C", "C", "C", "C", "H", "H", "H", "H", "H", "H", "H", "H", "H", "H", "H", "H", "H", "H", "H", "H", "H", "H", "H", "H", "H", "H", "H", "H", "H", "H", "H", "C", "C", "C", "C", "C", "C", "P", "C", "C", "C", "C", "C", "C", "C", "C", "C", "C", "C", "C", "H", "H", "H", "H", "H", "H", "H", "H", "H", "H", "H", "H", "H", "H"], "xyz": [[1.24017, 0.74189, 0.34298], [2.92797, 5.10299, 0.70858], [2.70447, 3.78479, 0.99658], [1.51777, 3.43399, 2.13548], [3.48007, 2.91869, 0.35248], [3.22247, 1.61969, 0.46558], [4.22807, 0.83759, 0.18558], [4.21477, -0.53771, 0.58238], [5.31857, -1.38141, 0.37398], [5.33767, -2.61791, 0.98428], [4.25867, -2.98511, 1.77838], [3.19047, -2.10561, 1.89278], [3.15447, -0.92211, 1.31258], [2.51087, 5.75289, 1.35468], [3.78767, 5.36769, 0.25758], [5.17247, 1.27329, -0.15122], [6.14307, -1.04271, -0.23512], [6.18727, -3.27581, 0.86258], [4.25087, -3.92971, 2.29658], [2.33527, -2.33801, 2.51538], [1.23957, -0.75931, -0.51942], [1.52407, -1.54341, -1.61742], [2.50487, -0.76591, -2.54472], [1.82407, 0.46819, -3.03532], [1.32277, 0.54099, -4.33232], [0.74657, 1.72389, -4.76042], [0.62957, 2.76379, -3.85912], [1.07867, 2.58079, -2.55382], [0.76077, 3.58099, -1.49742], [-0.45123, 2.97679, -0.71332], [-0.05143, 1.78019, -0.14552], [-1.02503, 3.90239, 0.35198], [-1.94023, 3.33159, 1.22858], [-2.62773, 4.11309, 2.13568], [-2.41223, 5.47939, 2.17258], [-1.48393, 6.04799, 1.31938], [-0.78613, 5.26609, 0.41468], [-1.59443, 2.85139, -1.73742], [-2.22523, 1.64409, -1.98242], [-3.20633, 1.54109, -2.95522], [-3.57263, 2.64849, -3.69692], [-2.97703, 3.87109, -3.43352], [-2.01383, 3.97669, -2.44662], [1.68907, 1.46379, -2.15962], [2.10017, -2.88841, -1.17622], [1.49367, -3.49491, -0.08322], [1.86217, -4.76511, 0.31768], [2.84047, -5.45271, -0.37792], [3.46287, -4.84831, -1.45352], [3.10147, -3.57221, -1.85132], [0.26657, -1.92531, -2.41662], [0.29887, -2.72751, -3.55212], [-0.87883, -3.06201, -4.20022], [-2.10183, -2.63001, -3.71242], [-2.13963, -1.85121, -2.57072], [-0.95983, -1.49871, -1.94242], [3.37747, -0.49211, -1.94602], [2.80487, -1.37161, -3.39772], [1.40177, -0.30101, -5.00222], [0.38337, 1.82999, -5.77222], [0.18817, 3.70329, -4.14892], [1.59237, 3.70819, -0.81182], [0.51167, 4.53759, -1.94952], [-2.10083, 2.26239, 1.17568], [-3.35063, 3.66209, 2.79938], [-2.96973, 6.10579, 2.85348], [-1.31233, 7.11399, 1.34608], [-0.05143, 5.73229, -0.22482], [-1.94843, 0.78409, -1.39572], [-3.68263, 0.59049, -3.14172], [-4.32933, 2.57239, -4.46402], [-3.26133, 4.74609, -4.00272], [-1.59883, 4.94769, -2.21602], [0.72327, -2.95031, 0.44288], [1.38067, -5.22011, 1.16898], [3.11547, -6.45551, -0.08882], [4.23167, -5.37771, -1.99532], [3.61167, -3.13631, -2.69692], [1.23727, -3.11301, -3.92282], [-0.84323, -3.67191, -5.09182], [-3.01843, -2.90861, -4.21202], [-3.08483, -1.52041, -2.16342], [-0.95123, -0.89771, -1.04432], [-1.11843, -5.30531, 2.06018], [-0.65773, -4.42581, 3.02558], [-0.80493, -3.06141, 2.85248], [-1.41443, -2.55081, 1.71048], [-1.86603, -3.44571, 0.74118], [-1.72093, -4.81001, 0.91548], [-1.56733, -0.73521, 1.37738], [-3.28323, -0.51261, 1.99408], [-4.31003, -1.37731, 1.63288], [-5.61723, -1.10611, 1.99398], [-5.92163, 0.03589, 2.71648], [-4.90503, 0.90149, 3.07908], [-3.59963, 0.63529, 2.71558], [-0.54513, -0.08801, 2.74678], [-0.91973, -0.12151, 4.09298], [-0.01043, 0.24969, 5.06248], [1.27607, 0.60969, 4.69168], [1.63187, 0.64989, 3.35378], [0.72347, 0.33919, 2.33268], [-0.99643, -6.37021, 2.19008], [-0.17363, -4.79941, 3.91788], [-0.43283, -2.39141, 3.61298], [-2.30883, -3.07801, -0.17522], [-2.06333, -5.49031, 0.14848], [-4.09093, -2.27631, 1.07598], [-6.40273, -1.79191, 1.71268], [-6.94183, 0.25089, 2.99788], [-5.12853, 1.78749, 3.65488], [-2.80973, 1.31389, 2.99958], [-1.91363, -0.43801, 4.38208], [-0.29653, 0.24529, 6.10488], [2.00067, 0.86709, 5.45288], [2.65067, 0.94499, 3.10708]], "energy_ev": -115712.555, "relative_energy_kj_mol": 68.7, "fmax_ev_per_a": 2.7, "homo_lumo_gap_ha": 0.24197}

=====

{"formula": "C58H49N3P3PtSSi", "method": "ωB97M-V/def2-TZVPD", "symbols": ["Pt", "C", "C", "C", "C", "C", "C", "P", "C", "C", "C", "C", "C", "C", "C", "C", "C", "C", "C", "C", "Si", "C", "C", "C", "C", "C", "C", "P", "C", "C", "C", "C", "C", "C", "C", "C", "C", "C", "C", "C", "C", "C", "C", "C", "C", "C", "P", "C", "C", "C", "C", "C", "C", "C", "C", "C", "C", "C", "C", "H", "H", "H", "H", "H", "H", "H", "H", "H", "H", "H", "H", "H", "H", "H", "H", "H", "H", "H", "H", "H", "H", "H", "H", "H", "H", "H", "H", "H", "H", "H", "H", "H", "H", "H", "H", "H", "H", "H", "H", "H", "H", "C", "C", "C", "N", "N", "C", "N", "S", "H", "H", "H", "H", "H", "H", "H"], "xyz": [[-0.34763, -0.18102, -0.36833], [-5.03710, -2.99933, -2.79225], [-4.74603, -1.68448, -3.13520], [-4.07682, -0.86989, -2.23628], [-3.73245, -1.34191, -0.96433], [-3.99325, -2.67425, -0.64554], [-4.64593, -3.49299, -1.55594], [-2.73957, -0.25692, 0.09171], [-3.73829, 1.22690, 0.42696], [-3.30147, 2.03026, 1.48584], [-4.04330, 3.12780, 1.88655], [-5.21673, 3.45543, 1.22173], [-5.65554, 2.66363, 0.17086], [-4.93010, 1.54627, -0.21930], [-2.84585, -0.90664, 1.79743], [-4.08449, -1.32444, 2.28578], [-4.23066, -1.67747, 3.61640], [-3.15368, -1.55806, 4.48490], [-1.93783, -1.09132, 4.01421], [-1.75816, -0.76777, 2.66673], [-0.08931, -0.24775, 1.95367], [0.52470, 1.53621, 2.29988], [1.04896, 1.79675, 3.56919], [1.64326, 3.00959, 3.87944], [1.72177, 3.99827, 2.91374], [1.18170, 3.77808, 1.65605], [0.59579, 2.55539, 1.32580], [-0.20861, 2.31908, -0.31439], [-0.84056, 3.99151, -0.80651], [0.01108, 5.02114, -1.21270], [-0.50368, 6.25506, -1.57481], [-1.87387, 6.47594, -1.57163], [-2.72903, 5.44208, -1.23062], [-2.21447, 4.20792, -0.85902], [1.02079, 2.24467, -1.68332], [0.53009, 1.66399, -2.86241], [1.27767, 1.67853, -4.02792], [2.52474, 2.28650, -4.03412], [3.01392, 2.86908, -2.87757], [2.27012, 2.85071, -1.70385], [1.29188, -1.47676, 2.32846], [1.33409, -2.29595, 3.45751], [2.34821, -3.22431, 3.63396], [3.35153, -3.33985, 2.68267], [3.32427, -2.53954, 1.55090], [2.29242, -1.62768, 1.35423], [2.25600, -0.52424, -0.11130], [2.89742, -1.52398, -1.50597], [4.20854, -1.99253, -1.61884], [4.58931, -2.76148, -2.70613], [3.67359, -3.08140, -3.69851], [2.37625, -2.60230, -3.61350], [2.00105, -1.81902, -2.53253], [3.69049, 0.52308, 0.31782], [4.58009, 0.94831, -0.67106], [5.63337, 1.79211, -0.35967], [5.80055, 2.24888, 0.93959], [4.92768, 1.82421, 1.93062], [3.88812, 0.96080, 1.62652], [-5.55870, -3.63947, -3.49184], [-5.04038, -1.29675, -4.10237], [-3.81004, 0.14527, -2.51374], [-3.67844, -3.06914, 0.31191], [-4.85419, -4.52362, -1.29770], [-2.38272, 1.78108, 2.00675], [-3.69769, 3.73746, 2.71160], [-5.79192, 4.32008, 1.52574], [-6.57780, 2.90293, -0.34293], [-5.30803, 0.91626, -1.01191], [-4.94271, -1.35903, 1.62494], [-5.18665, -2.02806, 3.98297], [-3.26729, -1.81201, 5.53113], [-1.11488, -0.95540, 4.70676], [0.99367, 1.02048, 4.32630], [2.04298, 3.18050, 4.87153], [2.19033, 4.94833, 3.13609], [1.20610, 4.57705, 0.92935], [1.07845, 4.86895, -1.27214], [0.17379, 7.04530, -1.87216], [-2.26924, 7.44213, -1.85610], [-3.80188, 5.58519, -1.25772], [-2.88856, 3.40096, -0.62415], [-0.46913, 1.23798, -2.86070], [0.88576, 1.22861, -4.93147], [3.10986, 2.31370, -4.94435], [3.98624, 3.34655, -2.88373], [2.67297, 3.29594, -0.80205], [0.56060, -2.21019, 4.21145], [2.36007, -3.85686, 4.51289], [4.15691, -4.04942, 2.82310], [4.11433, -2.63296, 0.81835], [4.94587, -1.74025, -0.86752], [5.61043, -3.11263, -2.78415], [3.97397, -3.69172, -4.54032], [1.65601, -2.82629, -4.39068], [1.00410, -1.40987, -2.48400], [4.44600, 0.61185, -1.68834], [6.32428, 2.09513, -1.13687], [6.61725, 2.91667, 1.18066], [5.06003, 2.16302, 2.95039], [3.23789, 0.61141, 2.41410], [1.42913, -6.20675, 0.61616], [0.22562, -5.34885, 1.01507], [-0.18606, -4.38730, -0.04240], [-0.29857, -3.12076, 0.10745], [-0.71506, -2.45283, -1.01174], [-0.95036, -3.24239, -2.02137], [-1.34136, -2.80717, -3.24088], [-0.63149, -4.91329, -1.66448], [1.69350, -6.86947, 1.43903], [2.29414, -5.58370, 0.38725], [1.20233, -6.82243, -0.25569], [0.44953, -4.76888, 1.91068], [-0.62005, -6.00584, 1.23643], [-1.80226, -1.91002, -3.26474], [-1.67178, -3.48438, -3.90543]], "total_charge": 1, "energy_ev": -115234.612, "relative_energy_kj_mol": 10.7, "multiplicity": 3, "fmax_ev_per_a": 1.2, "homo_lumo_gap_ha": [0.20437, 0.28682]}